192
Properties=species:S:1:pos:R:3:forces:R:3:lowdin_charge:R:1 method="wB97M-V/def2-TZVPD" e_above_lowest_kcal_mol=201.43 total_energy_ha=-3102.83163 smiles=CC1(C)CCCC(C)(C)N1O.CC1(C)CCCC(C)(C)N1O.CC1(C)CCCC(C)(C)N1O.CC1(C)CCCC(C)(C)N1O.CC(C)O.CC(C)O.CC(C)O.CC(C)O.CC(C)O.CC(C)O lumo_ev=0.35 homo_ev=-7.96 orbital_gap_ev=8.315 spin_multiplicity=1
C 2.1421 -2.4090 -1.2516 0.546 1.187 1.243 -0.02
C 1.2551 -1.9368 -0.0501 -0.387 -1.091 -1.541 -0.47
C 0.3483 -3.1274 0.2978 1.032 -0.608 0.832 -0.02
C 2.1692 -1.6299 1.1318 0.082 0.894 0.017 -0.13
C 1.4490 -0.7418 2.1636 0.713 -0.169 -0.453 -0.18
C 0.9705 0.5494 1.5182 -1.630 -1.040 -1.229 -0.11
C -0.1090 0.2773 0.3200 1.103 -0.917 2.584 -0.44
C -1.4872 -0.1123 0.9510 -0.466 -0.889 -1.614 -0.03
C -0.2831 1.6115 -0.3668 0.623 0.106 -0.842 -0.04
N 0.4583 -0.7938 -0.5455 2.282 2.829 2.410 -0.13
O -0.3886 -1.0909 -1.5436 -1.938 -1.186 -1.545 -0.01
H 2.9331 -3.0848 -0.9263 -0.840 -1.339 -0.024 0.07
H 1.4912 -2.6698 -2.0861 0.643 -0.421 -0.087 0.08
H 2.8829 -1.6392 -1.4676 -0.687 0.915 -0.692 0.07
H -0.3322 -3.5111 -0.4623 -0.158 0.635 -0.022 0.08
H 1.0634 -3.9352 0.4532 -0.121 -0.305 0.135 0.05
H -0.1152 -2.9757 1.2726 -0.475 -0.002 -0.161 0.07
H 2.6847 -2.5324 1.4602 -0.992 -0.612 0.621 0.11
H 3.1053 -1.1552 0.8378 -0.233 0.980 -0.650 0.10
H 0.5924 -1.2543 2.6015 0.070 -0.086 0.175 0.10
H 2.1434 -0.4294 2.9435 -0.017 -0.352 0.339 0.09
H 1.8060 1.1522 1.1624 -0.019 0.041 -0.102 0.11
H 0.4089 1.0765 2.2895 0.097 0.399 -0.150 0.09
H -1.6752 -1.1499 1.2271 0.935 -0.196 0.699 0.07
H -2.1055 -0.1542 0.0543 -0.607 0.594 -0.095 0.07
H -1.9773 0.5293 1.6833 0.528 0.349 -0.081 0.07
H -1.0503 1.7207 -1.1333 -0.450 -0.465 0.282 0.07
H 0.6312 1.8063 -0.9274 0.293 0.324 0.258 0.09
H -0.4369 2.3656 0.4050 0.011 0.160 -0.125 0.08
H 0.1150 -1.0748 -2.3607 0.147 0.282 -0.173 0.10
C -5.1943 2.7182 -8.8220 1.351 -0.754 1.679 -0.02
C -4.6153 2.8872 -7.3526 -0.101 0.600 -0.267 -0.46
C -4.0073 4.2894 -7.1486 1.067 0.534 -0.204 -0.05
C -5.8316 2.8687 -6.4240 -0.540 0.111 1.359 -0.16
C -5.4717 2.7231 -4.9204 0.531 -0.435 -1.349 -0.16
C -4.6896 1.4161 -4.7761 0.226 0.058 -0.022 -0.15
C -3.4026 1.2847 -5.6249 0.344 1.490 1.265 -0.47
C -2.3066 2.1729 -4.9358 0.806 -0.609 -0.804 -0.03
C -2.9443 -0.2094 -5.5446 0.330 0.588 -1.410 -0.03
N -3.6063 1.8249 -6.9919 -2.332 -0.816 -0.101 -0.10
O -2.4699 1.8477 -7.8320 -0.287 0.103 0.427 -0.01
H -5.9141 3.5147 -9.0105 0.171 -0.111 -0.206 0.08
H -4.3593 2.6793 -9.5215 -0.185 0.466 -0.260 0.07
H -5.6521 1.7291 -8.8385 -0.346 0.094 -0.165 0.08
H -3.2073 4.5692 -7.8339 0.517 -0.778 -0.008 0.08
H -4.6025 5.1928 -7.2816 -1.037 -0.460 0.162 0.08
H -3.6142 4.3164 -6.1323 0.087 0.297 -0.194 0.05
H -6.3160 3.8416 -6.5070 -0.044 0.067 -0.343 0.11
H -6.6127 2.1564 -6.6897 0.276 -0.436 -0.178 0.12
H -4.8719 3.6033 -4.6886 0.132 -0.146 0.459 0.10
H -6.3571 2.7374 -4.2849 -0.019 -0.047 -0.078 0.11
H -5.3284 0.5617 -4.9998 -0.276 0.042 -0.035 0.12
H -4.3146 1.2842 -3.7612 -0.251 -0.096 0.196 0.11
H -1.3931 1.8941 -5.4612 0.350 0.129 0.063 0.07
H -2.1073 2.0008 -3.8781 -0.376 -0.248 0.081 0.07
H -2.3887 3.2463 -5.1065 -0.416 -0.157 0.082 0.06
H -2.5534 -0.5741 -4.5948 -0.316 0.566 0.335 0.08
H -2.1063 -0.3071 -6.2347 0.133 -0.085 -0.147 0.07
H -3.6999 -0.9140 -5.8922 -0.245 0.181 0.044 0.08
H -2.8015 1.2959 -8.5442 0.472 -0.174 -0.298 0.09
C -7.7252 1.2642 3.6733 1.577 1.348 0.909 0.00
C -6.3034 2.0460 3.5110 -2.697 0.635 0.482 -0.46
C -6.0610 3.0018 4.6606 0.082 -0.056 1.876 -0.06
C -5.1047 1.1052 3.4762 0.556 -0.838 -0.782 -0.13
C -4.9205 0.4534 2.1305 -1.015 -0.487 -1.037 -0.21
C -4.9071 1.4500 0.9771 0.254 0.054 1.975 -0.14
C -6.1069 2.4422 0.9634 0.853 -1.120 -1.088 -0.46
C -5.7343 3.5425 -0.0431 0.865 0.455 0.871 -0.04
C -7.2057 1.5991 0.2598 -1.073 0.580 2.049 -0.04
N -6.3666 2.9883 2.3554 1.328 -0.207 -2.104 -0.06
O -7.5077 3.9026 2.3478 0.448 -1.762 -0.059 -0.03
H -7.7580 0.4065 3.0014 -0.358 0.033 0.380 0.06
H -7.8684 1.0801 4.7380 0.631 -1.204 0.113 0.07
H -8.5842 1.9337 3.6279 0.176 0.278 -1.296 0.07
H -5.9831 2.6093 5.6745 -0.224 -1.245 -0.006 0.08
H -5.0479 3.3995 4.6014 -0.317 0.812 -0.614 0.06
H -6.8672 3.7071 4.8627 0.205 0.537 -0.764 0.08
H -4.1664 1.5730 3.7740 -0.149 0.439 0.136 0.10
H -5.2573 0.2448 4.1279 -0.242 0.419 0.658 0.13
H -4.0098 -0.1153 1.9432 0.097 -0.211 0.859 0.09
H -5.7355 -0.2670 2.0599 -0.152 -0.179 -0.404 0.09
H -4.8035 0.8502 0.0729 -0.170 0.557 -0.354 0.11
H -3.9483 1.9017 1.2316 0.137 0.919 -0.783 0.10
H -4.7206 3.8963 0.1444 0.143 0.169 0.500 0.07
H -6.3684 4.4251 0.0419 -0.302 -0.256 -0.463 0.08
H -5.6046 3.1295 -1.0435 -0.756 0.057 -0.111 0.08
H -8.0868 2.2237 0.4070 -0.457 -0.092 -1.018 0.08
H -7.4613 0.7069 0.8314 0.252 -0.204 0.060 0.05
H -6.9592 1.2742 -0.7511 -0.116 0.547 0.033 0.08
H -7.2068 4.6846 2.8164 0.407 0.017 0.006 0.09
C 9.2010 1.3966 3.3418 -0.534 1.839 0.203 -0.04
C 8.0702 1.5896 2.2758 0.013 -1.283 0.932 -0.51
C 8.7290 2.2650 1.0851 0.593 0.430 -0.963 -0.04
C 7.5798 0.1502 1.9964 -0.269 0.278 -2.330 -0.12
C 6.3495 0.1533 1.0380 -0.052 -0.805 1.205 -0.18
C 5.1759 0.8788 1.6997 0.876 1.279 -1.186 -0.13
C 5.5607 2.3486 2.2382 0.688 -1.976 0.820 -0.44
C 5.5148 3.2782 1.0368 0.319 0.608 0.216 -0.04
C 4.4805 2.7562 3.2624 0.195 -0.159 -0.460 -0.03
N 6.9360 2.2846 2.8769 -2.103 -1.864 -0.648 -0.13
O 7.2710 3.4498 3.5524 0.501 0.546 0.024 0.00
H 9.7003 2.3610 3.4355 0.596 0.013 -0.348 0.08
H 8.8202 1.3207 4.3603 -0.301 -0.963 -0.009 0.08
H 9.9261 0.6261 3.0798 -0.253 0.016 0.055 0.09
H 9.7750 1.9630 1.0306 0.099 -0.049 -0.003 0.08
H 8.3466 2.1057 0.0769 -0.520 -0.552 0.143 0.07
H 8.7384 3.3534 1.1428 -0.042 0.082 0.600 0.09
H 8.3838 -0.3864 1.4927 0.288 0.088 -0.205 0.11
H 7.3881 -0.4888 2.8583 -0.292 0.639 0.438 0.12
H 6.4993 0.4468 -0.0010 0.554 0.407 0.201 0.11
H 6.0022 -0.8779 0.9742 0.145 -0.285 -0.270 0.08
H 4.6825 0.1039 2.2864 -0.069 0.794 1.040 0.11
H 4.4952 1.1173 0.8824 -0.469 -0.148 0.079 0.10
H 4.5034 3.3973 0.6481 -0.030 -0.180 -0.067 0.09
H 6.1980 2.9607 0.2491 -0.173 -0.121 -0.070 0.07
H 5.8401 4.2685 1.3552 0.071 0.127 0.009 0.09
H 4.5305 2.2982 4.2502 0.539 -0.137 -0.090 0.08
H 3.5673 2.3573 2.8208 -0.395 0.465 0.032 0.06
H 4.4323 3.8379 3.3880 -0.120 -0.032 -0.044 0.08
H 7.6722 3.0045 4.3023 0.031 0.860 0.693 0.09
C 5.7405 -4.0844 1.8463 0.030 0.573 0.503 -0.06
C 6.4383 -4.0715 0.5131 -1.452 -0.974 0.216 -0.49
C 7.2977 -5.3180 0.2555 0.184 1.422 0.576 -0.03
O 5.3407 -4.1492 -0.3804 -0.482 0.292 -1.048 -0.08
H 4.9458 -4.8277 1.9088 0.790 -0.926 0.106 0.08
H 5.0953 -3.2181 1.9920 0.540 0.731 -0.101 0.06
H 6.5371 -4.0952 2.5903 -0.523 -0.295 0.606 0.09
H 6.9259 -3.1041 0.3923 0.591 -0.117 -0.181 0.12
H 7.5300 -5.2649 -0.8082 0.241 -0.581 -0.038 0.08
H 6.7542 -6.2115 0.5627 -0.025 0.022 -0.308 0.09
H 8.2210 -5.2430 0.8299 0.144 -0.181 -0.091 0.08
H 5.6656 -4.5099 -1.2086 -0.142 0.080 -0.245 0.08
C 1.4538 -0.2262 6.2474 0.527 0.510 0.277 -0.06
C 1.3095 -1.6708 6.6193 0.760 0.915 2.755 -0.54
C 1.0138 -2.4581 5.4740 -0.876 -2.304 -3.519 -0.10
O 2.4967 -2.0819 7.3220 -0.545 -0.136 -0.002 -0.04
H 1.5278 0.3798 7.1503 -0.662 0.165 -0.010 0.09
H 0.6530 0.0407 5.5578 0.159 0.527 0.134 0.08
H 2.4432 -0.0564 5.8226 -0.028 -0.106 -0.738 0.08
H 0.4782 -1.7202 7.3226 0.130 -0.300 0.369 0.15
H 0.8917 -3.5412 5.4665 0.053 -0.193 1.304 0.09
H 1.7724 -2.3937 4.6939 0.119 0.683 -0.252 0.08
H 0.0522 -2.1398 5.0715 0.042 0.311 -0.372 0.09
H 3.2151 -1.8659 6.7230 0.327 -0.077 0.021 0.08
C -4.0012 -2.9726 -0.5312 0.982 0.650 2.044 -0.07
C -5.4428 -3.2138 -0.6598 -1.844 0.190 -0.534 -0.51
C -6.2823 -1.9117 -0.6689 0.357 -0.064 0.836 -0.03
O -5.6047 -3.7945 -1.9149 -1.076 -0.432 -2.560 -0.06
H -3.5874 -2.3640 -1.3352 -0.147 -0.308 -0.259 0.10
H -3.4842 -3.9214 -0.3874 0.317 0.084 -0.250 0.09
H -3.8478 -2.3831 0.3727 0.378 -0.005 0.292 0.07
H -5.9048 -3.9783 -0.0351 0.466 0.390 1.228 0.14
H -6.4654 -1.4262 0.2897 0.834 -0.359 0.618 0.05
H -7.3354 -2.0149 -0.9305 0.312 -0.338 -1.121 0.09
H -5.6793 -1.1913 -1.2216 -0.625 0.164 -0.570 0.08
H -4.9015 -4.4126 -2.1272 0.095 0.048 0.246 0.09
C 2.8267 0.4128 -6.3464 0.306 1.770 0.705 -0.05
C 3.5359 -0.7099 -5.6975 -0.155 -1.334 -0.423 -0.53
C 3.0641 -1.1397 -4.4057 0.004 0.688 4.491 -0.12
O 3.3594 -1.9566 -6.3573 0.800 -0.249 -2.218 -0.05
H 2.7929 1.1301 -5.5264 -0.161 0.579 -0.059 0.08
H 1.7830 0.3119 -6.6441 0.179 -0.524 -0.301 0.09
H 3.4788 0.8818 -7.0833 -0.492 -0.162 -0.463 0.09
H 4.5758 -0.4202 -5.5465 0.286 -0.405 -0.652 0.15
H 3.7449 -1.8766 -3.9796 -0.017 -0.382 -0.376 0.09
H 2.0679 -1.5724 -4.3135 -0.209 0.176 -0.454 0.08
H 3.1582 -0.3708 -3.6388 -0.436 0.521 0.154 0.08
H 2.4003 -1.9952 -6.3391 -0.126 -0.655 -0.433 0.08
C 2.4488 -9.0248 -0.4443 -0.114 -2.260 -0.873 -0.08
C 2.9727 -7.7255 -0.0426 -2.152 1.320 0.715 -0.56
C 1.8412 -6.7631 0.2243 -0.861 1.150 -0.126 -0.07
O 3.7116 -7.7936 1.1156 2.141 0.504 1.312 -0.02
H 1.7451 -8.9572 -1.2739 0.266 -0.029 -0.199 0.09
H 1.9239 -9.5964 0.3211 -0.245 0.535 0.528 0.09
H 3.2699 -9.7017 -0.6806 0.112 -0.040 -0.556 0.09
H 3.4475 -7.1746 -0.8545 1.088 -0.638 -0.087 0.14
H 2.2528 -5.7640 0.3676 0.092 0.111 -0.257 0.06
H 1.2006 -6.8810 1.0983 0.166 -0.803 0.148 0.09
H 1.1930 -6.7624 -0.6521 -0.125 0.332 -0.089 0.08
H 3.7236 -8.6346 1.5783 -0.275 -0.159 -0.511 0.10
C 0.1903 3.9084 3.7422 -0.268 -0.344 -0.040 -0.04
C -0.9734 4.6403 3.0775 -2.860 -1.281 0.695 -0.48
C -2.3326 3.9884 3.5202 0.931 -1.575 0.210 -0.07
O -1.0768 5.9574 3.4766 0.565 1.970 0.378 -0.04
H 0.0188 3.8511 4.8171 -0.087 0.526 0.187 0.08
H 1.1739 4.3495 3.5803 -0.136 0.031 -0.205 0.08
H 0.1966 2.8473 3.4928 0.191 0.057 -0.569 0.05
H -1.1158 4.6126 1.9972 1.218 -0.170 -0.326 0.13
H -2.5419 4.0667 4.5870 0.319 0.442 0.327 0.08
H -2.1596 2.9181 3.4087 -0.425 -0.335 -0.244 0.06
H -3.2654 4.2400 3.0155 0.365 0.351 -0.480 0.07
H -1.8346 6.0075 4.0638 0.188 0.321 0.045 0.08